*A*
DFT (ωB97M-V with the def2-TZVPD basis set) results for a 2-piece molecular cluster, C16H17N overall.

Positions of all 34 atoms, in Å:
C 3.25205 -1.52650 -0.81837
C 2.19229 -0.87281 -0.00356
C 1.49772 -1.36377 1.05464
N 0.67211 -0.37016 1.57465
C 0.91761 0.80063 0.91164
C 0.53363 2.14217 1.08446
C 0.84363 3.04650 0.09657
C 1.50435 2.67710 -1.09652
C 2.14250 1.45864 -1.10026
C 1.76076 0.48999 -0.17169
H 2.90236 -2.07081 -1.70162
H 3.91141 -2.23088 -0.32166
H 3.92132 -0.73637 -1.16948
H 1.42969 -2.36322 1.45101
H 0.38931 -0.39525 2.53720
H -0.12363 2.36522 1.91830
H 0.46665 4.04510 0.23849
H 1.57591 3.44838 -1.83075
H 2.76726 1.21724 -1.94945
C -3.04913 0.99635 1.15588
C -2.50605 -0.15678 0.34647
C -2.08845 0.08021 -0.94946
C -1.53849 -0.93078 -1.73714
C -1.34405 -2.18709 -1.19010
C -1.71817 -2.38037 0.13619
C -2.16407 -1.36465 0.96191
H -2.25112 1.72748 1.27322
H -3.49780 0.62254 2.06789
H -3.84489 1.54774 0.65312
H -2.30964 0.98107 -1.51112
H -1.40336 -0.78621 -2.80275
H -0.85585 -3.04391 -1.63122
H -1.65679 -3.37053 0.50336
H -2.32909 -1.49624 2.02016

Calculated values
Net charge: 0
SMILES: Cc1c[nH]c2ccccc12.Cc1ccccc1
Multiplicity: 1

Atom charges from the natural (NBO) analysis, given in e for atoms 1 to 8: number 1, C, carries -0.6327; number 2, C, carries -0.0760; number 3, C, carries -0.0288; number 4, N, carries -0.5293; number 5, C, carries 0.1510; number 6, C, carries -0.2505; number 7, C, carries -0.2149; number 8, C, carries -0.2270

***

*B*
DFT (ωB97M-V with the def2-TZVPD basis set) results for a 2-piece molecular cluster, C16H17N overall.

Positions of all 34 atoms, in Å:
C 2.77447 -0.43361 -1.01942
C 2.48508 -0.37393 0.43879
C 2.05294 -1.61234 1.04939
N 1.83291 -1.34902 2.42147
C 2.12403 -0.05125 2.70479
C 1.85124 0.81682 3.78099
C 2.25144 2.10198 3.75300
C 2.72267 2.70101 2.54257
C 2.84179 1.92960 1.34001
C 2.52107 0.58582 1.45750
H 2.22957 0.34019 -1.51666
H 2.58523 -1.47285 -1.41934
H 3.89242 -0.24570 -1.12138
H 2.02247 -2.61668 0.45742
H 1.37725 -2.10790 3.09024
H 1.72486 0.28425 4.66351
H 2.01931 2.71770 4.53906
H 2.80906 3.85147 2.43221
H 3.32010 2.16608 0.43537
C -1.48053 -0.65614 -3.57478
C -2.43064 -0.55064 -2.47229
C -3.47044 0.42992 -2.58229
C -4.48123 0.58686 -1.62171
C -4.49846 -0.31426 -0.48802
C -3.41975 -1.22617 -0.36816
C -2.44782 -1.33729 -1.35556
H -1.41036 -1.75049 -3.97470
H -0.49531 -0.27780 -3.42639
H -1.90910 -0.18277 -4.45588
H -3.48333 1.00760 -3.54802
H -5.26279 1.32421 -1.64759
H -5.44204 -0.38408 0.15698
H -3.51241 -1.87360 0.53693
H -1.69372 -2.02699 -1.20803

Calculated values
Net charge: 0
SMILES: Cc1c[nH]c2ccccc12.Cc1ccccc1
Multiplicity: 1

Atom charges from the natural (NBO) analysis, given in e for atoms 1 to 8: number 1, C, carries -0.6268; number 2, C, carries -0.0693; number 3, C, carries -0.0592; number 4, N, carries -0.5362; number 5, C, carries 0.1487; number 6, C, carries -0.2371; number 7, C, carries -0.2241; number 8, C, carries -0.2246

***

Which one is most stable, and which one is least stable? *A* is the most stable of them, while *B* is the least stable.

***

*A*
DFT (ωB97M-V with the def2-TZVPD basis set) results for a 2-piece molecular cluster, C16H17N overall.

Positions of all 34 atoms, in Å:
C 0.87801 -4.86355 -0.89188
C 0.84512 -3.35825 -0.85083
C -0.16123 -2.64050 -0.28140
N 0.12696 -1.29204 -0.32060
C 1.31485 -1.12598 -0.98809
C 2.13728 0.00804 -1.02754
C 3.36800 -0.12857 -1.64884
C 3.82847 -1.39618 -2.03564
C 3.04082 -2.52627 -1.97794
C 1.83400 -2.40721 -1.26999
H 0.23065 -5.27631 -1.67387
H 0.48550 -5.30341 0.01763
H 1.89835 -5.16159 -1.12365
H -1.00251 -2.98583 0.30598
H -0.29470 -0.53734 0.19218
H 1.63163 0.96759 -0.91735
H 4.09742 0.66999 -1.57343
H 4.80952 -1.45969 -2.48430
H 3.32363 -3.51522 -2.30456
C -1.10879 1.43844 2.75039
C -1.78534 2.36123 1.73585
C -2.95971 1.92162 1.13680
C -3.63384 2.81599 0.29948
C -3.21963 4.13169 0.23110
C -2.00083 4.52398 0.79701
C -1.27529 3.65276 1.59059
H -1.24797 0.37653 2.57630
H -1.40206 1.64589 3.77886
H -0.06032 1.72705 2.72048
H -3.30629 0.90665 1.27600
H -4.49870 2.50962 -0.27227
H -3.78717 4.84091 -0.34756
H -1.77737 5.56058 0.54734
H -0.32845 3.91939 2.03376

Calculated values
Net charge: 0
SMILES: Cc1c[nH]c2ccccc12.Cc1ccccc1
Multiplicity: 1

Atom charges from the natural (NBO) analysis, given in e for atoms 1 to 8: number 1, C, carries -0.6269; number 2, C, carries -0.0882; number 3, C, carries -0.0204; number 4, N, carries -0.5279; number 5, C, carries 0.1297; number 6, C, carries -0.2362; number 7, C, carries -0.2220; number 8, C, carries -0.2340

***

*B*
DFT (ωB97M-V with the def2-TZVPD basis set) results for a 2-piece molecular cluster, C16H17N overall.

Positions of all 34 atoms, in Å:
C 1.21718 0.27192 -2.04247
C 1.37185 1.00271 -0.76841
C 1.23128 2.37168 -0.32160
N 1.34971 2.40163 1.02752
C 1.82971 1.12936 1.46165
C 2.43602 0.88306 2.73824
C 2.88246 -0.43361 2.86980
C 2.88788 -1.29301 1.69958
C 2.48799 -0.98005 0.40120
C 1.90047 0.34462 0.34956
H 0.21149 -0.32511 -1.98909
H 1.92569 -0.59905 -1.98534
H 1.17174 0.70207 -2.96434
H 0.78014 3.12995 -0.87937
H 1.43389 3.20311 1.56839
H 2.43934 1.64132 3.49705
H 3.20399 -0.86036 3.69742
H 3.57726 -2.20665 1.85957
H 2.72585 -1.78314 -0.48820
C -2.76105 1.57629 -0.52097
C -2.59244 0.07266 -0.59778
C -2.65088 -0.51856 -1.91330
C -2.31161 -1.85578 -2.02756
C -2.18016 -2.61813 -0.82515
C -2.37697 -2.03373 0.41065
C -2.30743 -0.67042 0.57654
H -1.91270 2.10583 -0.28588
H -3.23097 1.87276 0.56605
H -3.16690 2.03037 -1.37343
H -2.52458 0.23265 -2.72404
H -2.09329 -2.20587 -3.06064
H -2.01412 -3.72484 -0.85792
H -2.53613 -2.67428 1.31033
H -2.40471 -0.18937 1.59194

Calculated values
Net charge: 0
SMILES: Cc1c[nH]c2ccccc12.Cc1ccccc1
Multiplicity: 1

Atom charges from the natural (NBO) analysis, given in e for atoms 1 to 8: number 1, C, carries -0.6300; number 2, C, carries -0.0815; number 3, C, carries -0.0333; number 4, N, carries -0.5193; number 5, C, carries 0.1232; number 6, C, carries -0.2154; number 7, C, carries -0.2185; number 8, C, carries -0.2320

***

Which one is most stable, and which one is least stable? *A* is the most stable of them, while *B* is the least stable.

***

*A*
DFT (ωB97M-V with the def2-TZVPD basis set) results for an isolated ion of composition C9H11N2 and charge +1.

Positions of all 22 atoms, in Å:
C -0.58448 -0.89659 2.17292
C 0.33696 -0.43874 1.08170
N 1.16830 0.64273 1.69167
C 1.23425 -1.76930 0.33020
N 1.12301 -1.71903 -0.91246
C 0.25957 -0.73988 -1.31258
C -0.01629 -0.28649 -2.58415
C -0.86644 0.73662 -2.81728
C -1.29584 1.54362 -1.75624
C -0.87762 1.20723 -0.43409
C -0.24559 -0.01311 -0.20144
H -0.02188 -1.18131 2.99264
H -1.20891 -1.67539 1.85644
H -1.17528 0.05166 2.32165
H 0.65339 0.87548 2.54909
H 1.11445 1.48780 1.10697
H 2.04330 0.16972 1.87322
H 1.72483 -2.42855 0.96433
H 0.43451 -0.96505 -3.42049
H -1.00456 1.08815 -3.89970
H -1.64164 2.50201 -1.96757
H -1.15404 1.80842 0.36516

Calculated values
Net charge: +1
SMILES: C[C@@]1([NH3+])C=Nc2ccccc21
Multiplicity: 1

Atom charges from the natural (NBO) analysis, given in e for atoms 1 to 8: number 1, C, carries -0.6124; number 2, C, carries 0.0370; number 3, N, carries -0.6894; number 4, C, carries 0.1417; number 5, N, carries -0.3333; number 6, C, carries 0.0999; number 7, C, carries -0.1721; number 8, C, carries -0.1840

***

*B*
DFT (ωB97M-V with the def2-TZVPD basis set) results for an isolated ion of composition C9H11N2 and charge +1.

Positions of all 22 atoms, in Å:
C 0.53771 2.30398 -0.12647
C 1.87398 1.62360 -0.34207
C 1.82923 0.30113 -0.23426
N 0.17653 0.13108 0.03276
C -0.43563 1.37091 -0.02064
C -1.94909 1.21283 0.33858
C -2.37378 -0.11303 -0.33359
N -1.55325 -1.27226 0.08654
C -0.24530 -1.07882 -0.00844
C 0.98824 -2.03028 0.17910
C 2.26853 -1.14819 0.00044
H 0.60066 3.33089 -0.16110
H 2.69973 2.14688 -0.53350
H -1.75864 1.30513 1.45515
H -2.40858 2.14606 -0.02050
H -3.46511 -0.13556 0.03878
H -2.42628 0.17649 -1.44482
H -1.83925 -2.18528 0.34708
H 1.07057 -2.43965 1.18819
H 0.80456 -2.88406 -0.48187
H 2.73505 -1.33104 0.89939
H 2.87012 -1.43082 -0.85875

Calculated values
Net charge: +1
SMILES: c1cc2n3c1CC[NH+]=C3CC2
Multiplicity: 1

Atom charges from the natural (NBO) analysis, given in e for atoms 1 to 8: number 1, C, carries -0.2078; number 2, C, carries -0.2149; number 3, C, carries 0.2239; number 4, N, carries -0.3846; number 5, C, carries 0.1798; number 6, C, carries -0.4483; number 7, C, carries -0.2632; number 8, N, carries -0.5386

***

Which one is most stable, and which one is least stable? *A* is the most stable of them, while *B* is the least stable.